Entry from the OMol25 dataset: a structure of composition C20H45Cl6N4O5Pd at a distorted geometry (the ωB97M-V functional and the def2-TZVPD basis).

Its total energy is -116273.5353 eV. The value obtained for the orbital gap (alpha / beta) is 7.633 / 5.584 eV. For the HOMO energy (alpha / beta), the calculation gives -11.30 / -11.30 eV. The relative energy (zero: lowest compared OMol25 entry of this formula, charge and spin) comes out at 0.0000 eV.

Geometry as ORCA input:
```
! RIJCOSX wB97M-V def2-TZVPD def2/J DEFGRID3
* xyz 1 3
Pd -2.036 7.268 -1.707
C 0.384 8.728 0.719
C -0.660 9.684 0.168
O -1.397 9.139 -0.850
H 1.254 8.644 0.065
H -0.028 7.721 0.834
H 0.732 9.073 1.694
H -0.188 10.587 -0.233
H -1.325 9.975 0.995
Cl 3.339 5.341 1.390
C 3.930 7.014 1.521
C 5.241 7.087 2.235
Cl 6.582 6.547 1.179
H 3.219 7.587 2.121
H 3.946 7.448 0.527
H 5.220 6.459 3.120
H 5.487 8.106 2.517
Cl -4.938 8.508 3.091
C -3.313 8.881 2.449
C -2.219 8.641 3.459
Cl -2.167 9.970 4.657
H -3.366 9.937 2.191
H -3.209 8.295 1.535
H -1.241 8.591 2.984
H -2.383 7.734 4.034
Cl 1.675 13.032 -3.889
C 0.801 11.517 -3.560
C -0.692 11.733 -3.484
Cl -1.296 12.409 -5.019
H 1.171 11.186 -2.592
H 1.008 10.787 -4.337
H -0.976 12.435 -2.703
H -1.202 10.795 -3.268
C 2.249 13.012 1.578
O 2.734 12.789 2.660
N 2.569 14.020 0.735
C 2.045 14.041 -0.603
C 3.528 15.029 1.135
H 1.450 12.392 1.143
H 2.826 14.192 -1.354
H 1.315 14.846 -0.744
H 1.597 13.089 -0.886
H 4.298 15.141 0.369
H 3.028 15.997 1.220
H 3.972 14.710 2.069
C 1.194 6.114 -2.140
O 0.128 6.736 -2.167
N 2.385 6.666 -2.301
C 3.611 5.911 -2.221
C 2.520 8.075 -2.578
H 1.255 5.034 -1.953
H 4.252 6.367 -1.464
H 4.155 5.861 -3.162
H 3.401 4.905 -1.861
H 3.179 8.247 -3.435
H 1.552 8.504 -2.823
H 2.974 8.626 -1.748
C -5.682 10.143 -0.531
O -6.675 10.084 0.156
N -5.434 11.055 -1.497
C -4.215 10.947 -2.291
C -6.407 12.091 -1.801
H -4.864 9.394 -0.440
H -3.331 10.844 -1.655
H -4.069 11.807 -2.936
H -4.304 10.018 -2.865
H -7.272 11.929 -1.167
H -5.955 13.063 -1.620
H -6.737 11.992 -2.837
C -2.549 8.808 -4.644
O -2.013 8.296 -3.636
N -1.997 8.835 -5.841
C -2.784 9.307 -6.977
C -0.671 8.365 -6.134
H -3.568 9.192 -4.576
H -3.836 9.092 -6.821
H -2.498 8.771 -7.883
H -2.586 10.357 -7.197
H -0.112 9.130 -6.678
H -0.109 8.106 -5.239
H -0.709 7.475 -6.767
*
```

Atomic partial charges in e from the Löwdin method, atoms 1 to 6: number 1, Pd, carries 0.905; number 2, C, carries -0.068; number 3, C, carries -0.347; number 4, O, carries -0.174; number 5, H, carries 0.057; number 6, H, carries 0.080


Entry from the OMol25 dataset: a cluster of 2 separate species, C5H13N in total at a distorted geometry (the ωB97M-V functional and the def2-TZVPD basis).

Its total energy is -6883.5618 eV. The value obtained for the orbital gap is 9.781 eV. For the HOMO energy, the calculation gives -8.70 eV. The relative energy (zero: lowest compared OMol25 entry of this formula, charge and spin) comes out at 2.6354 eV. Its SMILES is C=CC.CNC.

Geometry as ORCA input:
```
! RIJCOSX wB97M-V def2-TZVPD def2/J DEFGRID3
* xyz 0 1
C 1.302 1.538 -0.960
C 2.150 1.383 -1.989
C 2.057 0.253 -2.989
H 1.106 2.609 -0.858
H 0.615 0.768 -0.641
H 2.926 2.124 -2.148
H 1.683 0.655 -3.935
H 1.285 -0.404 -2.587
H 2.968 -0.244 -3.334
C -2.792 -0.676 2.377
N -1.694 -1.555 1.986
C -0.523 -0.902 1.418
H -2.656 0.308 1.924
H -2.820 -0.503 3.455
H -3.769 -1.070 2.106
H -1.328 -2.037 2.795
H -0.435 0.190 1.334
H 0.412 -1.371 1.725
H -0.485 -1.066 0.321
*
```

Atomic partial charges in e from the Löwdin method, atoms 1 to 6: number 1, C, carries -0.020; number 2, C, carries -0.237; number 3, C, carries -0.113; number 4, H, carries 0.059; number 5, H, carries 0.023; number 6, H, carries 0.086


Entry from the OMol25 dataset: a structure of composition C30H26N6PSTi (the ωB97M-V functional and the def2-TZVPD basis).

Its total energy is -83701.1704 eV. The value obtained for the orbital gap (alpha / beta) is 7.159 / 7.595 eV. For the HOMO energy (alpha / beta), the calculation gives -14.02 / -14.35 eV. The relative energy (zero: lowest compared OMol25 entry of this formula, charge and spin) comes out at 0.3926 eV.

Geometry as ORCA input:
```
! RIJCOSX wB97M-V def2-TZVPD def2/J DEFGRID3
* xyz 2 2
Ti 0.199 0.431 -0.297
N 2.530 0.123 2.854
C 2.164 0.032 1.570
S 2.102 1.529 0.623
N 1.775 -1.144 1.116
N 1.487 -1.104 -0.234
C 2.285 -1.459 -1.175
C 3.530 -2.199 -0.990
C 3.592 -3.250 -0.071
C 4.773 -3.949 0.093
C 5.905 -3.588 -0.630
C 5.856 -2.529 -1.529
C 4.669 -1.844 -1.722
C 1.833 -0.924 -2.482
C 2.260 -1.396 -3.701
C 1.836 -0.750 -4.860
C 1.009 0.348 -4.748
C 0.582 0.738 -3.486
N 0.960 0.111 -2.373
H 2.888 0.991 3.213
H 2.687 -0.724 3.379
H 2.712 -3.521 0.496
H 4.817 -4.777 0.787
H 6.829 -4.133 -0.491
H 6.741 -2.240 -2.079
H 4.636 -1.010 -2.411
H 2.921 -2.250 -3.744
H 2.162 -1.101 -5.830
H 0.675 0.897 -5.617
H -0.086 1.580 -3.372
N -2.971 1.489 -0.308
P -2.238 0.442 -1.431
C -3.078 -1.145 -1.397
C -2.373 -2.246 -0.907
C -2.995 -3.481 -0.808
C -4.320 -3.613 -1.195
C -5.028 -2.519 -1.682
C -4.410 -1.285 -1.788
C -2.632 1.216 -3.006
C -2.648 2.607 -3.126
C -2.830 3.190 -4.371
C -2.987 2.391 -5.497
C -2.965 1.008 -5.382
C -2.783 0.416 -4.140
C -2.533 1.483 1.004
C -3.342 1.980 2.024
C -2.886 1.934 3.319
C -1.633 1.381 3.586
C -0.888 0.927 2.535
N -1.305 0.983 1.243
H -3.935 1.766 -0.441
H -1.337 -2.139 -0.602
H -2.452 -4.336 -0.429
H -4.809 -4.575 -1.118
H -6.060 -2.633 -1.983
H -4.958 -0.436 -2.180
H -2.525 3.234 -2.251
H -2.856 4.267 -4.461
H -3.136 2.850 -6.466
H -3.101 0.388 -6.258
H -2.775 -0.664 -4.053
H -4.316 2.384 1.785
H -3.503 2.314 4.123
H -1.251 1.309 4.594
H 0.085 0.495 2.711
*
```

Atomic partial charges in e from the Löwdin method, atoms 1 to 6: number 1, Ti, carries 0.804; number 2, N, carries 0.116; number 3, C, carries -0.846; number 4, S, carries 0.687; number 5, N, carries 0.034; number 6, N, carries -0.150


Entry from the OMol25 dataset: the molecule C3H7NO2 at a distorted geometry (the ωB97M-V functional and the def2-TZVPD basis).

Its total energy is -8808.4653 eV. The value obtained for the orbital gap is 10.593 eV. For the HOMO energy, the calculation gives -9.62 eV. The relative energy (zero: lowest compared OMol25 entry of this formula, charge and spin) comes out at 2.0636 eV. Its SMILES is [H]/N=C/OCCO.

Geometry as ORCA input:
```
! RIJCOSX wB97M-V def2-TZVPD def2/J DEFGRID3
* xyz 0 1
H 0.530 2.658 -0.429
N 0.447 1.669 -0.637
C 1.201 0.969 0.117
O 1.265 -0.361 0.118
C 0.175 -1.092 -0.471
C -1.041 -0.928 0.438
O -1.221 0.429 0.769
H 1.897 1.368 0.852
H 0.526 -2.127 -0.543
H -0.028 -0.710 -1.476
H -0.896 -1.528 1.356
H -1.921 -1.347 -0.072
H -0.933 1.000 -0.022
*
```

Atomic partial charges in e from the Löwdin method, atoms 1 to 6: number 1, H, carries 0.075; number 2, N, carries 0.087; number 3, C, carries -0.287; number 4, O, carries -0.043; number 5, C, carries -0.150; number 6, C, carries -0.249